DFT (ωB97M-V/def2-TZVPD) results for a structure of composition C5H14N4O.

XYZ file:
```
24
Properties=species:S:1:pos:R:3
C -2.17 0.39 1.01
N -0.91 0.72 0.37
C -0.67 -0.03 -0.94
C -0.23 0.90 -1.98
O -0.78 2.08 0.18
H -0.45 2.03 -1.00
H -1.55 -0.61 -1.24
H -2.23 -0.70 1.13
H -3.01 0.74 0.40
H -2.20 0.86 1.99
H -0.57 0.65 -2.98
H 0.82 1.18 -2.00
C 1.35 -1.60 -1.09
C 0.71 -0.28 0.87
N 0.53 -0.87 2.10
N 1.73 0.63 0.76
N 0.31 -1.04 -0.25
H 1.53 1.30 0.01
H 2.01 1.10 1.60
H -0.12 -1.64 2.10
H 1.06 -0.53 2.89
H 1.98 -2.27 -0.50
H 0.87 -2.18 -1.88
H 1.98 -0.83 -1.56
```

Its largest force on an atom is 1.7 eV/Å. Its energy relative to the best compared isomer or geometry (same formula, charge and spin) is 476.2 kJ/mol. The orbital gap is 7.96 eV. As for the spin multiplicity: 1. Its HOMO energy is -7.295 eV.

DFT (ωB97M-V/def2-TZVPD) results for a cluster of 2 separate species, C5H14NO in total.

XYZ file:
```
21
Properties=species:S:1:pos:R:3
C -0.66 0.35 3.15
C -0.36 0.29 1.64
C -0.35 -1.11 0.99
C 0.23 -1.21 -0.37
C -0.60 -1.23 -1.49
N -0.35 -0.13 -2.59
H -1.64 0.62 3.53
H 0.05 1.07 3.57
H -0.42 -0.59 3.65
H 0.63 0.72 1.55
H -1.13 0.85 1.08
H -1.21 -1.76 1.12
H 0.30 -1.67 1.72
H 1.29 -1.19 -0.63
H -1.66 -1.35 -1.27
H -1.28 0.31 -2.63
H -0.17 -0.62 -3.45
H 0.28 0.64 -2.33
H 2.30 2.65 -2.02
H 2.74 1.57 -2.90
O 2.01 1.79 -2.31
```

Its largest force on an atom is 3.4 eV/Å. Its energy relative to the best compared isomer or geometry (same formula, charge and spin) is 278.6 kJ/mol. The orbital gap (alpha / beta) is 4.69 / 7.46 eV. As for the spin multiplicity: 2. Its HOMO energy (alpha / beta) is -4.332 / -7.269 eV. As for the expectation value of S²: 0.756.

DFT (ωB97M-V/def2-TZVPD) results for a cluster of 2 separate species, C5H14NO in total.

XYZ file:
```
21
Properties=species:S:1:pos:R:3
C 0.67 1.36 0.76
C 1.09 -0.03 1.21
C 0.54 -1.22 0.50
C 1.04 -1.70 -0.66
C -0.66 -1.68 1.22
N 0.47 1.22 -0.72
H 1.29 2.33 0.79
H -0.36 1.47 1.14
H 2.25 0.15 1.01
H 0.68 -0.09 2.18
H 2.19 -1.56 -0.77
H 0.49 -2.20 -1.54
H -1.04 -2.55 0.74
H -1.48 -1.02 1.37
H -0.50 -2.18 2.14
H -0.49 1.28 -1.12
H 0.97 0.28 -1.02
H 1.19 1.94 -1.22
H -3.04 0.83 -2.45
H -2.87 2.08 -1.72
O -2.43 1.29 -1.84
```

Its largest force on an atom is 5.2 eV/Å. As for the total charge: +1. Its energy relative to the best compared isomer or geometry (same formula, charge and spin) is 322.3 kJ/mol. The orbital gap is 9.98 eV. As for the spin multiplicity: 1. Its HOMO energy is -13.268 eV.

DFT (ωB97M-V/def2-TZVPD) results for a cluster of 2 separate species, C5H14NO in total.

XYZ file:
```
21
Properties=species:S:1:pos:R:3
C 1.51 -2.22 1.86
C 1.45 -0.80 1.42
C 0.64 -0.54 0.16
C 0.51 0.94 -0.18
C -1.34 2.59 0.00
N -0.82 1.46 0.23
H 2.36 -2.49 2.49
H 0.64 -2.66 2.37
H 1.68 -2.92 1.03
H 1.15 -0.11 2.23
H 2.46 -0.42 1.23
H 1.03 -1.11 -0.67
H -0.37 -0.94 0.24
H 1.20 1.50 0.45
H 0.78 1.15 -1.19
H -2.35 2.76 0.32
H -0.77 3.30 -0.56
H -1.30 0.78 0.81
H -3.59 0.12 -4.05
H -2.26 -0.62 -4.22
O -2.63 0.23 -3.96
```

Its largest force on an atom is 2.1 eV/Å. As for the total charge: +1. Its energy relative to the best compared isomer or geometry (same formula, charge and spin) is 176.5 kJ/mol. The orbital gap is 9.33 eV. As for the spin multiplicity: 1. Its HOMO energy is -14.363 eV.

DFT (ωB97M-V/def2-TZVPD) results for a cluster of 2 separate species, C5H14NO in total.

XYZ file:
```
21
Properties=species:S:1:pos:R:3
C -1.98 -1.83 2.41
C -0.02 -0.44 2.08
N -0.57 -1.61 2.14
H -2.08 -2.28 3.40
H -2.37 -2.55 1.65
H -2.54 -0.86 2.28
H -0.65 0.45 2.22
H 1.02 -0.35 1.88
H 0.00 -2.40 1.96
C 0.52 0.36 -2.42
O 0.57 0.59 -3.85
C 0.99 1.61 -1.69
C 0.97 1.43 -0.16
H -0.54 0.12 -2.12
H 1.19 -0.50 -2.15
H 0.23 -0.23 -4.24
H 2.01 1.81 -2.02
H 0.36 2.48 -2.02
H 1.64 0.61 0.13
H 1.32 2.35 0.37
H -0.06 1.25 0.16
```

Its largest force on an atom is 2.4 eV/Å. As for the total charge: +1. Its energy relative to the best compared isomer or geometry (same formula, charge and spin) is 230.9 kJ/mol. The orbital gap is 7.64 eV. As for the spin multiplicity: 1. Its HOMO energy is -12.969 eV.

DFT (ωB97M-V/def2-TZVPD) results for a cluster of 2 separate species, C5H14NO in total.

XYZ file:
```
21
Properties=species:S:1:pos:R:3
C 0.84 0.27 1.62
C 0.96 1.18 0.33
C -0.03 0.80 -0.84
C -1.13 1.49 -1.00
C 0.70 -0.02 -1.97
N -0.57 -0.29 1.52
H 0.88 0.68 2.72
H 1.46 -0.63 1.60
H 0.73 2.23 0.62
H 1.93 1.05 -0.04
H -1.40 2.17 -0.31
H -1.52 1.62 -1.97
H 0.01 -0.22 -2.81
H 1.30 -0.70 -1.33
H 1.37 0.78 -2.25
H -0.78 -1.36 1.17
H -1.08 0.30 0.79
H -1.12 -0.26 2.40
H -0.23 -3.46 -0.08
H -1.58 -2.93 -0.25
O -0.73 -2.67 0.06
```

Its largest force on an atom is 3.5 eV/Å. As for the total charge: +1. Its energy relative to the best compared isomer or geometry (same formula, charge and spin) is 251.1 kJ/mol. The orbital gap is 10.62 eV. As for the spin multiplicity: 1. Its HOMO energy is -13.678 eV.